Here is a single C5H7NO molecule in a non-equilibrium geometry from OMol25. Energies are from ωB97M-V/def2-TZVPD.

Geometry as XYZ:
```
14
Properties=species:S:1:pos:R:3:forces:R:3
C -1.2891 -1.3281 0.1659 -0.176 -0.273 -0.389
C -0.4533 -0.0326 0.2151 0.314 -0.241 0.744
C -1.1625 1.2333 0.0721 -0.621 0.825 -0.147
N -1.6716 2.2701 0.0571 0.268 -0.861 -0.183
C 0.8921 -0.0308 -0.5579 -0.238 -0.334 -0.098
C 1.8788 1.0502 -0.0647 -0.462 0.164 0.597
O 1.6077 1.8043 0.8412 0.074 -0.542 -0.560
H -2.3534 -1.1157 0.2778 0.084 0.012 -0.206
H -1.0258 -1.9883 1.0170 0.063 0.357 -0.598
H -1.1045 -1.8637 -0.7580 -0.265 -0.216 -0.202
H -0.2895 -0.1006 1.2778 1.023 0.928 0.528
H 1.3445 -1.0184 -0.3749 0.161 0.262 -0.075
H 0.7266 0.0041 -1.6661 0.178 0.227 0.864
H 2.9000 1.1160 -0.5024 -0.403 -0.308 -0.274
```
Positions in Å, forces in eV/Å.

LUMO	0.02583	Eh
energy above the lowest of the compared OMol25 structures with the same formula, charge and spin	29.1	kcal per mole
calculated total energy	-8834.94153	eV
HOMO energy	-0.37843	Eh
structure (SMILES)	C[C@H](C#N)CC=O
HOMO-LUMO gap	11.000	eV



Here is 2 unconnected molecules or ions with the total composition C19H22BrN2O8 in a non-equilibrium geometry from OMol25. Energies are from ωB97M-V/def2-TZVPD.

Geometry as XYZ:
```
52
Properties=species:S:1:pos:R:3:forces:R:3
C 0.1961 2.0145 4.7353 -0.028 -0.053 0.143
C 0.3106 2.4120 3.2831 -0.579 0.110 -0.398
O -0.9792 2.2636 2.6416 1.048 0.057 1.136
C -1.0239 2.7145 1.3603 -1.593 -0.354 -1.865
C -2.3378 2.3660 0.7363 3.783 -2.336 -1.003
C -3.1946 1.4547 1.5367 -0.568 -0.399 0.349
C -2.1708 1.8081 -0.6452 0.409 0.408 1.685
O -2.7530 0.8320 -1.0753 -0.093 -0.118 -0.366
O -1.2401 2.4701 -1.3547 0.112 -0.281 -1.244
C -0.9659 1.9870 -2.7045 -0.568 0.257 0.930
C 0.3611 2.5894 -3.0615 0.370 -0.070 -0.085
O -0.0975 3.3073 0.8295 0.203 0.090 0.816
H 1.1811 2.1428 5.1925 -0.052 -0.033 0.079
H -0.5131 2.6500 5.2777 0.061 -0.116 -0.134
H -0.1001 0.9664 4.8602 -0.016 0.206 -0.091
H 0.6216 3.4588 3.1863 0.121 -0.255 -0.051
H 1.0299 1.7646 2.7628 -0.070 0.286 0.048
H -4.1226 1.2328 1.0010 0.315 -0.039 0.139
H -2.6073 0.5270 1.6496 -0.588 0.019 0.484
H -3.4611 1.8862 2.5094 0.139 -0.229 0.006
H -0.9361 0.8902 -2.7150 -0.179 0.274 0.006
H -1.7777 2.3454 -3.3503 0.134 -0.184 0.042
H 0.5062 2.5757 -4.1398 0.050 0.060 -0.135
H 0.4234 3.6142 -2.6912 -0.019 -0.050 -0.114
H 1.1654 2.0066 -2.6065 0.025 0.157 0.040
C -3.5459 5.5735 5.0887 -0.207 -0.382 0.427
C -3.2007 6.5149 3.9752 0.043 -0.542 -0.054
O -3.0852 5.6818 2.7625 -0.161 1.250 0.291
C -2.8734 6.5044 1.7264 0.619 -0.056 -0.370
O -2.6636 7.7004 1.8621 -0.290 -1.175 -0.412
N -2.9080 5.8360 0.4924 1.102 0.407 -0.090
C -3.0348 6.5580 -0.7218 -0.770 0.218 -0.057
C -3.2348 7.9228 -0.8437 0.364 0.612 -0.645
C -3.6890 8.4151 -2.0787 -0.028 -0.688 0.068
C -3.9316 7.5270 -3.1487 0.415 0.017 0.180
C -3.6759 6.1542 -3.0176 0.151 0.589 0.208
Br -3.5612 5.0535 -4.5590 -0.124 0.352 -0.093
C -3.3414 5.6504 -1.7565 -0.446 -0.488 0.763
C -3.4987 4.3569 -1.0828 0.028 0.680 -0.381
N -4.4886 3.4275 -1.4521 -1.345 -1.032 -0.272
O -4.9934 3.5010 -2.5944 0.656 -0.083 1.266
O -4.9184 2.6277 -0.5914 0.714 1.248 -0.985
C -3.1235 4.4798 0.2450 -2.701 1.085 0.806
H -3.5249 6.0871 6.0555 0.045 0.026 -0.148
H -4.5581 5.1756 4.9554 0.210 -0.031 -0.016
H -2.8446 4.7330 5.1339 -0.109 0.153 -0.040
H -3.9916 7.2624 3.8222 0.321 -0.221 -0.047
H -2.2495 7.0361 4.1323 -0.242 -0.159 -0.056
H -3.0406 8.5595 0.0143 -0.104 -0.022 -0.474
H -3.8367 9.4907 -2.2164 -0.067 -0.456 0.062
H -4.3064 7.9118 -4.0972 0.305 -0.118 0.159
H -3.2437 3.7356 1.0403 -0.799 1.407 -0.506
```
Positions in Å, forces in eV/Å.

LUMO	0.09772	Eh
energy above the lowest of the compared OMol25 structures with the same formula, charge and spin	19.2	kcal per mole
charge	-1
calculated total energy	-109459.58410	eV
HOMO energy	-0.12042	Eh
HOMO-LUMO gap	5.936	eV



Here is a gas-phase ion, BrH3O3P (charge +1) in a non-equilibrium geometry from OMol25. Energies are from ωB97M-V/def2-TZVPD.

Geometry as XYZ:
```
8
Properties=species:S:1:pos:R:3:forces:R:3
O 0.1024 0.3858 -1.4200 0.329 1.974 0.273
O 0.1547 1.0952 1.0101 0.243 -0.857 2.021
O 0.2907 -1.4750 0.3409 0.122 0.028 -1.679
P -0.2922 -0.0354 0.0410 -2.657 -0.433 -1.032
Br -2.8403 -0.0402 0.0799 3.623 -0.153 0.054
H 0.2357 1.3770 -1.7272 -0.520 -2.652 1.108
H 0.1791 1.0376 2.0432 -0.212 -0.094 -2.530
H 0.5704 -2.1746 -0.3894 -0.928 2.187 1.786
```
Positions in Å, forces in eV/Å.

LUMO	-0.22594	Eh
energy above the lowest of the compared OMol25 structures with the same formula, charge and spin	37.0	kcal per mole
charge	+1
calculated total energy	-85516.35026	eV
HOMO energy	-0.56749	Eh
HOMO-LUMO gap	9.294	eV



Here is a single C5H6O molecule in a non-equilibrium geometry from OMol25. Energies are from ωB97M-V/def2-TZVPD.

Geometry as XYZ:
```
12
Properties=species:S:1:pos:R:3:forces:R:3
C 0.5765 -0.4969 -0.5907 -0.210 0.550 0.334
C -0.3837 0.3183 -1.4791 -0.118 0.160 0.099
C -1.1464 1.1066 -0.4348 -1.081 1.080 -0.991
C -0.4969 0.5421 0.5754 0.903 -0.992 -1.292
C -0.3082 0.3001 1.9087 0.778 -0.787 -0.342
O 0.5892 -0.6227 2.0214 -0.086 -0.006 1.574
H 1.6281 -0.2001 -0.7301 -0.269 -0.025 0.236
H 0.7459 -0.7647 0.9402 -0.115 0.099 1.087
H 0.4993 -1.5728 -0.8051 -0.015 0.083 0.488
H -1.0632 -0.3540 -2.0156 0.055 0.407 -0.239
H 0.1788 0.9615 -2.1609 -0.437 -0.021 -0.264
H -0.8194 0.7826 2.7706 0.594 -0.550 -0.691
```
Positions in Å, forces in eV/Å.

LUMO	-0.02235	Eh
energy above the lowest of the compared OMol25 structures with the same formula, charge and spin	142.4	kcal per mole
calculated total energy	-7323.10825	eV
HOMO energy	-0.29225	Eh
HOMO-LUMO gap	7.344	eV



Here is a single C4H4N4 molecule in a non-equilibrium geometry from OMol25. Energies are from ωB97M-V/def2-TZVPD.

Geometry as XYZ:
```
12
Properties=species:S:1:pos:R:3:forces:R:3
H -4.0225 0.5236 -0.1271 1.607 -1.605 0.048
N -3.3228 -0.3043 -0.1454 0.033 1.983 0.814
C -2.1427 0.0991 0.1480 1.145 -0.507 -2.162
N -1.0362 -0.8500 0.0418 -2.779 0.435 0.917
C 0.1562 -0.4799 -0.0922 -2.456 4.384 -1.052
N 1.1000 -1.3167 -0.0207 9.061 -5.439 -0.215
C 2.3079 -0.7357 -0.0408 -3.197 -0.369 0.324
C 1.9715 0.7989 0.0340 -0.803 -1.014 -0.221
N 0.6820 0.8418 -0.2927 2.106 3.036 2.330
H -1.7181 1.1170 0.2192 -0.942 -0.075 0.497
H 3.2671 -1.3148 -0.2071 -1.315 0.904 0.674
H 2.7574 1.6210 0.4831 -2.460 -1.733 -1.954
```
Positions in Å, forces in eV/Å.

LUMO	-0.06923	Eh
energy above the lowest of the compared OMol25 structures with the same formula, charge and spin	85.8	kcal per mole
calculated total energy	-10169.11569	eV
HOMO energy	-0.36745	Eh
structure (SMILES)	[H]/N=C/N=C1N=CC=N1
HOMO-LUMO gap	8.115	eV



Here is 10 unconnected molecules or ions with the total composition ClH18O9 in a non-equilibrium geometry from OMol25. Energies are from ωB97M-V/def2-TZVPD.

Geometry as XYZ:
```
28
Properties=species:S:1:pos:R:3:forces:R:3
Cl 0.2112 0.0372 -0.4726 -0.221 -0.006 0.035
O 3.1426 -0.9182 1.3136 0.590 0.285 0.412
H 2.5718 -0.5732 0.6270 -0.384 0.103 -0.190
H 3.3777 -1.7956 1.0118 -0.242 -0.304 -0.128
O 0.0666 -2.0701 2.2555 -0.355 -0.444 0.339
H 0.3281 -1.5530 3.0174 0.273 0.135 0.112
H -0.2059 -1.4210 1.6070 -0.169 0.500 -0.358
O -0.8300 -1.9149 -3.0596 -0.142 -0.449 -0.383
H -0.6461 -1.3648 -2.2982 0.277 0.354 0.536
H -1.4889 -1.4276 -3.5542 -0.092 0.144 -0.121
O 0.9981 1.7525 2.2460 0.340 0.042 0.618
H 1.1169 2.6301 1.8827 -0.118 0.182 -0.104
H 0.8272 1.1985 1.4844 -0.016 -0.273 -0.511
O 1.3542 -2.9324 -0.0562 0.537 -0.782 -0.538
H 0.7883 -2.8179 0.7073 0.029 0.051 0.482
H 1.2474 -2.1241 -0.5576 -0.204 0.306 -0.152
O -2.9894 -0.6936 0.5376 -0.367 -0.062 0.329
H -2.2237 -0.5808 -0.0257 0.591 0.191 -0.261
H -3.6148 -1.1776 -0.0017 -0.125 -0.144 -0.073
O -1.9258 1.8797 1.9475 -0.161 0.469 0.155
H -2.6714 1.5847 2.4703 -0.200 -0.155 -0.024
H -1.4830 1.0729 1.6845 0.149 -0.176 -0.148
O 1.1995 1.7887 -3.0077 0.087 0.433 -0.688
H 0.8633 1.2225 -2.3129 -0.159 -0.429 0.560
H 2.1084 1.5120 -3.1240 0.152 -0.076 -0.010
O -0.7626 3.2271 -1.2423 -0.324 0.616 0.082
H -0.8848 3.0779 -2.1799 0.178 -0.060 -0.212
H -0.4751 2.3807 -0.9000 0.075 -0.450 0.239
```
Positions in Å, forces in eV/Å.

LUMO	0.11158	Eh
energy above the lowest of the compared OMol25 structures with the same formula, charge and spin	10.0	kcal per mole
charge	-1
calculated total energy	-31246.31758	eV
HOMO energy	-0.26571	Eh
HOMO-LUMO gap	10.266	eV



LUMO of number 4 (C5H6O)?
-0.02235 Eh



What is the HOMO energy in the second record?
-0.12042 Eh



Among the records above, which one has the lowest LUMO?
BrH3O3P



The lowest HOMO energy belongs to which entry?
BrH3O3P